[1]
A molecular structure, C30H31CuF3N5O5S2Sb. Source: the Open Molecules 2025 dataset; level of theory: ωB97M-V/def2-TZVPD.

Last column: Löwdin charge in e.
CARTESIAN COORDINATES (ANGSTROEM)
Cu 0.351 0.998 0.172  0.266
S 5.955 6.100 0.055  1.008
N 6.018 4.490 0.135  -0.213
C 4.771 4.071 0.038  -0.299
C 4.347 2.676 0.058  -0.076
C 5.226 1.620 0.271  0.020
C 4.730 0.340 0.290  -0.015
C 3.369 0.152 0.085  -0.101
N 2.517 1.147 -0.129  0.097
C 2.993 2.402 -0.121  -0.115
C 2.006 3.499 -0.257  -0.117
N 0.723 3.142 -0.380  0.112
C -0.200 4.090 -0.449  -0.075
C 0.107 5.449 -0.397  -0.022
C 1.423 5.824 -0.286  0.012
C 2.402 4.835 -0.221  -0.079
C 3.824 5.123 -0.099  -0.301
N 4.365 6.326 -0.104  -0.213
H 6.277 1.828 0.429  0.123
H 5.372 -0.510 0.478  0.114
H 2.942 -0.840 0.121  0.095
H -1.224 3.756 -0.561  0.109
H -0.686 6.183 -0.444  0.112
H 1.721 6.866 -0.247  0.122
F 0.734 1.222 5.230  0.140
C 0.355 0.336 4.314  -0.670
F 0.815 -0.866 4.670  0.129
F -0.976 0.289 4.289  0.139
S 1.026 0.805 2.671  0.505
O 1.046 -0.468 1.941  -0.392
O 2.322 1.363 2.957  -0.268
O 0.029 1.748 2.161  -0.298
O -1.941 1.865 -1.945  0.073
C -2.353 1.239 -0.994  -0.440
N -1.581 0.456 -0.137  0.044
C -2.406 -0.124 0.786  -0.475
O -2.058 -0.988 1.592  -0.003
C -3.812 0.366 0.586  -0.095
C -4.981 0.083 1.259  0.001
C -6.155 0.651 0.763  -0.067
C -6.134 1.460 -0.371  -0.068
C -4.940 1.730 -1.041  -0.001
C -3.790 1.170 -0.533  -0.094
H -4.982 -0.553 2.137  0.123
H -7.095 0.459 1.265  0.104
H -7.060 1.884 -0.739  0.103
H -4.914 2.358 -1.924  0.120
C -0.005 -5.132 0.437  -0.142
C 0.567 -3.800 0.914  -0.514
C 0.348 -3.580 2.411  -0.137
Sb -0.233 -2.138 -0.239  1.771
C -1.858 -3.089 -1.315  -0.521
C -3.040 -3.424 -0.399  -0.126
C -2.297 -2.258 -2.517  -0.120
C 1.256 -2.103 -1.846  -0.532
C 1.186 -3.385 -2.673  -0.135
C 1.153 -0.846 -2.710  -0.135
H 0.470 -5.948 0.993  0.085
H 0.165 -5.317 -0.625  0.052
H -1.078 -5.195 0.623  0.064
H 1.633 -3.741 0.675  0.086
H -0.715 -3.650 2.663  0.082
H 0.698 -2.607 2.741  0.036
H 0.879 -4.349 2.983  0.082
H -1.387 -4.016 -1.653  0.068
H -3.637 -2.540 -0.190  0.065
H -2.740 -3.841 0.562  0.059
H -3.692 -4.151 -0.894  0.085
H -2.668 -1.278 -2.213  0.067
H -3.116 -2.769 -3.037  0.087
H -1.496 -2.100 -3.239  0.050
H 2.201 -2.092 -1.296  0.058
H 0.235 -3.474 -3.206  0.064
H 1.320 -4.283 -2.065  0.058
H 1.982 -3.381 -3.428  0.084
H 0.260 -0.864 -3.338  0.067
H 2.021 -0.770 -3.374  0.084
H 1.109 0.069 -2.120  0.035

Atoms 1-6, force components in eV/Å:
Cu -0.4 -0.3 -1.4
S 0.4 0.3 0.0
N -0.1 0.1 0.0
C -0.3 -0.3 0.0
C 0.1 0.3 0.0
C 0.2 0.1 0.0

Summary:
Kohn-Sham gap (spin up / spin down): 7.1 / 6.0 eV
Spin multiplicity: 2

***

[2]
A molecular structure, C30H31F12GaN5O3. Source: the Open Molecules 2025 dataset; level of theory: ωB97M-V/def2-TZVPD.

Last column: Löwdin charge in e.
CARTESIAN COORDINATES (ANGSTROEM)
Ga -0.466 -0.733 -1.170  0.450
C -2.179 6.275 -1.062  -0.067
C -1.827 4.838 -0.757  -0.285
C -2.082 4.269 0.486  -0.054
C -1.791 2.947 0.732  -0.019
C -1.203 2.091 -0.234  -0.185
N -0.959 0.769 0.090  0.048
C -0.799 0.431 1.437  -0.249
C 0.112 1.105 2.262  -0.029
C 0.304 0.748 3.586  -0.054
C -0.419 -0.296 4.153  -0.284
C -0.224 -0.710 5.593  -0.063
C -1.332 -0.961 3.342  0.010
C -1.519 -0.637 2.000  -0.053
C -2.429 -1.422 1.033  -0.312
O -1.708 -1.879 -0.033  -0.148
C -3.660 -0.511 0.566  -0.497
F -3.474 0.017 -0.644  0.155
F -3.880 0.502 1.431  0.143
F -4.827 -1.201 0.483  0.127
C -3.050 -2.688 1.695  -0.545
F -3.719 -3.435 0.812  0.157
F -3.888 -2.394 2.716  0.135
F -2.086 -3.491 2.197  0.129
C -0.965 2.662 -1.506  -0.046
C -1.285 4.008 -1.721  -0.006
C -0.381 1.852 -2.683  -0.316
O 0.161 0.641 -2.387  -0.119
C -1.506 1.612 -3.747  -0.515
F -1.003 1.083 -4.889  0.127
F -2.398 0.733 -3.258  0.159
F -2.197 2.709 -4.105  0.145
C 0.783 2.657 -3.362  -0.519
F 1.540 1.876 -4.150  0.133
F 1.596 3.174 -2.425  0.153
F 0.362 3.683 -4.146  0.124
H -2.068 6.904 -0.175  0.067
H -3.215 6.370 -1.403  0.074
H -1.536 6.681 -1.845  0.069
H -2.535 4.867 1.274  0.107
H -2.038 2.527 1.698  0.109
H 0.674 1.929 1.834  0.118
H 1.029 1.290 4.188  0.103
H 0.428 -0.007 6.116  0.067
H 0.230 -1.704 5.668  0.070
H -1.177 -0.749 6.128  0.075
H -1.910 -1.757 3.791  0.111
H -1.108 4.440 -2.696  0.110
N 1.774 -0.791 -5.006  0.152
C 1.391 -1.626 -3.981  -0.546
O 2.211 -2.104 -3.214  0.035
C -0.095 -1.928 -3.921  -0.195
C -0.630 -2.212 -2.517  -0.176
H 2.704 -0.417 -4.926  0.094
H 1.083 -0.137 -5.332  0.070
H -0.230 -2.795 -4.581  0.115
H -0.643 -1.099 -4.373  0.081
H -0.097 -3.065 -2.085  0.055
H -1.683 -2.494 -2.577  0.057
C 2.759 -4.033 2.160  -0.168
C 1.277 -3.896 1.905  -0.188
N 1.063 -2.994 0.782  0.111
C 1.798 -1.851 0.610  -0.301
N 1.401 -0.929 -0.229  0.090
C 2.261 0.218 -0.547  -0.191
C 3.700 0.022 -0.130  -0.149
C 3.717 -0.511 1.280  -0.164
N 2.984 -1.763 1.311  -0.036
C 3.281 -2.642 2.430  -0.169
H 3.249 -4.438 1.270  0.123
H 2.955 -4.694 3.007  0.114
H 0.790 -3.526 2.813  0.113
H 0.825 -4.855 1.659  0.121
H 0.095 -2.907 0.458  0.112
H 1.842 1.117 -0.078  0.113
H 2.211 0.378 -1.620  0.099
H 4.244 0.966 -0.200  0.117
H 4.176 -0.706 -0.791  0.123
H 3.273 0.218 1.971  0.125
H 4.733 -0.715 1.619  0.115
H 2.839 -2.252 3.358  0.126
H 4.363 -2.650 2.564  0.115

Atoms 1-6, force components in eV/Å:
Ga 0.0 -0.2 0.3
C 0.0 -0.1 0.0
C 0.0 0.1 0.0
C 0.0 0.0 0.1
C 0.0 0.0 0.0
C 0.0 0.0 0.1

Summary:
Total charge: -1
Kohn-Sham gap: 6.7 eV

***

[3]
2 unconnected molecules or ions with the total composition C30H31FN3S. Source: the Open Molecules 2025 dataset; level of theory: ωB97M-V/def2-TZVPD.

Last column: natural (NBO) charge in e.
CARTESIAN COORDINATES (ANGSTROEM)
C 1.831 -1.684 -3.064  -0.622
C 2.191 -0.620 -2.016  0.278
C 2.176 -1.212 -0.594  -0.626
N 3.562 -0.114 -2.290  -0.432
C 3.506 1.098 -2.721  0.126
S 4.941 2.031 -3.012  0.285
C 5.734 1.527 -1.360  -0.586
C 7.041 2.183 -1.144  0.250
N 8.059 2.731 -0.982  -0.274
C 2.096 1.680 -2.852  0.074
C 1.975 3.044 -2.173  -0.630
C 1.683 1.734 -4.333  -0.617
N 1.347 0.607 -2.128  -0.507
C 0.125 0.730 -1.501  0.062
C -0.941 -0.123 -1.645  -0.302
C -2.337 0.303 -1.657  -0.055
C -3.178 -0.081 -2.738  -0.165
C -4.542 0.197 -2.707  -0.208
C -5.097 0.847 -1.592  -0.233
C -4.255 1.313 -0.570  -0.210
C -2.879 1.084 -0.621  -0.243
H 2.452 -2.575 -2.906  0.224
H 0.779 -1.979 -3.006  0.212
H 2.034 -1.304 -4.073  0.221
H 2.985 -1.953 -0.511  0.237
H 2.371 -0.415 0.137  0.206
H 1.216 -1.688 -0.360  0.210
H 5.029 1.851 -0.575  0.251
H 5.832 0.431 -1.381  0.283
H 2.749 3.720 -2.566  0.244
H 0.994 3.500 -2.375  0.225
H 2.139 2.947 -1.089  0.210
H 2.300 2.468 -4.866  0.223
H 1.844 0.754 -4.805  0.220
H 0.628 2.030 -4.428  0.226
H 0.009 1.665 -0.926  0.187
H -0.796 -1.127 -2.058  0.207
H -2.734 -0.609 -3.586  0.214
H -5.188 -0.116 -3.533  0.227
H -6.179 0.969 -1.493  0.224
H -4.670 1.828 0.300  0.212
H -2.222 1.411 0.189  0.189
F -3.475 -4.634 3.390  -0.312
C -3.408 -3.432 2.723  0.405
C -4.578 -2.906 2.172  -0.218
C -4.539 -1.583 1.705  -0.174
C -3.380 -0.825 1.840  -0.149
C -2.168 -1.395 2.321  -0.158
C -0.980 -0.594 2.498  0.220
C -0.367 -0.410 3.775  -0.177
C 0.387 0.774 4.080  -0.084
C 1.196 0.843 5.209  -0.231
C 1.346 -0.284 6.040  -0.056
C 0.504 -1.393 5.858  -0.228
C -0.442 -1.381 4.835  -0.075
C -2.194 -2.764 2.694  -0.248
H -5.466 -3.525 2.082  0.257
H -5.434 -1.154 1.246  0.249
H -3.388 0.236 1.577  0.241
H -0.578 -0.050 1.634  0.247
H 0.315 1.626 3.401  0.237
H 1.762 1.751 5.434  0.251
H 2.134 -0.315 6.796  0.247
H 0.614 -2.277 6.497  0.252
H -1.202 -2.161 4.786  0.244
H -1.267 -3.230 3.020  0.241

Atoms 1-6, force components in eV/Å:
C 0.4 -0.1 -0.1
C 0.0 0.6 -0.2
C 0.2 0.1 -0.1
N -0.5 0.9 -0.4
C -0.9 -1.8 0.8
S 1.1 0.2 0.9

Summary:
Total charge: +1
Kohn-Sham gap: 3.7 eV

***

| no. | E (hartree) | maximum force (eV/Å) |
| --- | --- | --- |
| 1 | -4788.5410 | 1.43 |
| 2 | -4784.7785 | 0.55 |
| 3 | -1823.7152 | 2.44 |